# 1
The following is a DFT calculation (the ωB97M-V functional and the def2-TZVPD basis) of a molecular structure, C32H35AsN7O2S2Tl.

Last column: Mulliken charge in e.
Cartesian coordinates (Å):
C (-1.357, 4.640, -0.526)  -0.29
H (-4.730, 1.013, 1.755)  0.56
H (0.283, 0.365, -4.222)  0.40
C (-0.387, -0.353, -4.676)  -0.65
H (-2.847, -4.415, 3.441)  0.45
C (-3.931, 5.675, -0.228)  -0.72
C (-1.863, 2.321, 3.029)  -0.75
N (1.411, -0.252, 4.490)  0.21
H (-5.311, 0.989, 4.151)  0.48
C (-3.708, 4.326, -0.001)  -0.38
H (-3.057, 7.555, -0.773)  0.42
C (-1.596, 5.990, -0.746)  -0.72
H (-2.777, -2.960, -6.198)  0.46
C (-2.363, -4.339, 2.469)  -0.73
H (0.494, -1.040, 6.184)  0.42
H (-4.989, -2.010, -1.076)  0.43
N (-1.393, -2.071, -1.625)  -0.87
H (-1.506, 2.714, 5.106)  0.55
C (-2.876, 6.503, -0.598)  -0.47
H (-4.699, 1.103, -4.005)  0.45
H (-0.903, 2.713, 2.711)  0.39
O (-0.160, -0.149, -1.935)  -1.01
H (-0.361, 4.235, -0.648)  0.43
C (-3.481, 1.013, -0.854)  0.76
C (-2.418, 3.829, -0.156)  0.34
H (-1.448, -4.925, 2.465)  0.35
H (3.418, -0.679, 5.078)  0.37
O (-2.630, -3.086, -3.674)  -0.64
S (-2.550, -4.158, -0.223)  0.02
H (-3.423, 2.494, -2.416)  0.46
C (-3.919, -0.254, -0.470)  -0.19
C (-3.762, 1.509, -2.124)  -0.86
H (2.392, 0.034, 6.304)  0.35
C (-4.016, 1.365, 2.487)  -0.08
C (-1.927, -2.197, -4.401)  0.47
As (-2.233, 1.962, 0.238)  0.99
C (-4.342, 1.354, 3.838)  -0.88
C (-4.645, -1.024, -1.364)  -0.90
N (0.235, -0.160, 2.476)  -0.34
H (-0.383, -1.338, 4.697)  0.27
N (1.986, 0.185, 0.254)  -0.57
H (3.359, 0.085, 3.144)  0.13
H (-4.272, -4.291, 1.441)  0.29
H (-3.705, -0.633, 0.523)  0.49
C (-3.438, 1.828, 4.778)  -0.56
N (4.201, 0.151, 0.938)  -0.37
H (-3.704, 1.831, 5.827)  0.46
H (2.996, 1.063, 5.022)  0.45
H (-0.037, 0.317, -6.676)  0.44
H (-3.382, -5.818, 1.266)  0.43
N (-1.244, -1.872, -0.281)  -0.11
H (2.374, 0.212, -0.682)  0.11
C (1.338, -0.113, 3.155)  0.57
C (-4.913, -0.541, -2.640)  -0.60
C (0.202, -0.595, 5.238)  -0.99
H (-0.779, 6.638, -1.036)  0.42
C (-0.840, -1.148, -2.387)  0.85
C (-1.432, -1.326, -6.591)  -0.37
C (-1.804, -2.751, 0.475)  0.17
H (-1.582, -1.364, -7.663)  0.42
C (2.628, 0.060, 5.246)  -1.15
C (-4.484, 0.726, -3.014)  -0.92
H (-2.371, -2.971, -2.737)  0.63
C (-2.774, 1.845, 2.086)  0.77
H (-4.929, 6.077, -0.116)  0.42
C (-1.057, -1.254, -3.833)  0.49
H (-0.420, 0.281, 5.435)  0.34
C (-0.564, -0.380, -6.039)  -0.80
S (-1.917, -2.597, 2.211)  0.02
H (-0.589, -0.275, 3.048)  -0.31
N (2.566, 0.074, 2.528)  -0.05
C (-2.200, 2.319, 4.374)  -0.77
C (-3.285, -4.736, 1.335)  -0.56
H (4.893, 0.028, 1.656)  0.17
H (-4.526, 3.677, 0.287)  0.40
H (4.532, 0.170, -0.011)  0.21
H (-5.458, -1.157, -3.344)  0.43
Tl (-0.260, 0.131, 0.241)  1.68
C (-2.104, -2.219, -5.784)  -0.73
C (2.879, 0.133, 1.188)  0.58

Summary:
Highest occupied orbital energy ... -12.121 eV
Total charge ... +2
Energy relative to the best compared isomer or geometry (same formula, charge and spin) ... 0.0 kcal/mol
Spin multiplicity ... 1

---

# 2
The following is a DFT calculation (the ωB97M-V functional and the def2-TZVPD basis) of 3 unconnected molecules or ions with the total composition C5H16NO.

Last column: Mulliken charge in e.
Cartesian coordinates (Å):
H (-1.759, 0.904, 1.965)  0.38
C (-0.765, 0.465, 1.970)  -0.72
H (-0.442, 0.413, 3.020)  0.39
C (-1.239, 1.153, -1.330)  -1.03
H (0.246, -1.383, 1.395)  0.31
H (-2.491, -0.869, 0.061)  0.42
H (1.471, 1.918, 0.240)  0.33
H (-1.273, -2.138, -0.139)  0.30
H (-2.313, 1.324, -1.321)  0.36
H (-1.365, -0.916, -2.057)  0.37
C (-0.917, -0.336, -1.249)  0.07
C (-0.720, -0.887, 1.373)  -0.28
H (0.172, -0.444, -1.224)  -0.02
H (0.038, 1.202, 1.527)  0.19
H (3.856, -0.217, -1.516)  0.30
H (-0.875, 1.596, -0.405)  0.16
H (3.070, -1.498, -0.792)  0.26
O (1.338, 0.960, 0.412)  -0.59
C (-1.444, -1.072, 0.003)  -0.75
N (2.985, -0.541, -1.120)  -0.36
H (-0.741, 1.667, -2.151)  0.32
H (2.427, 0.101, -0.548)  0.25
H (-1.350, -1.512, 2.042)  0.34

Summary:
Highest occupied orbital energy ... -14.338 eV
Total charge ... +1
Energy relative to the best compared isomer or geometry (same formula, charge and spin) ... 191.7 kcal/mol
Spin multiplicity ... 1

---

# 3
The following is a DFT calculation (the ωB97M-V functional and the def2-TZVPD basis) of C6H9N in the gas phase.

Last column: Mulliken charge in e.
Cartesian coordinates (Å):
C (0.067, 1.355, 1.627)  0.82
H (1.136, -2.536, -1.083)  0.26
H (-0.116, 2.781, 3.181)  0.29
C (0.356, 1.810, 2.992)  -1.29
H (-0.600, 1.416, -1.510)  0.28
C (-0.209, 0.986, 0.513)  -0.12
H (1.421, -0.125, -1.485)  0.38
C (0.393, -0.483, -1.403)  0.07
H (-1.586, 0.123, -0.830)  0.32
H (0.614, -1.516, -3.168)  0.24
N (-0.107, -1.330, -2.477)  -0.61
H (1.433, 1.921, 3.161)  0.29
H (-0.634, -2.320, -0.641)  0.22
C (0.228, -1.939, -1.188)  -0.46
H (-0.029, 1.098, 3.730)  0.29
C (-0.572, 0.544, -0.841)  -0.98

Summary:
Highest occupied orbital energy ... -9.383 eV
Structure (SMILES) ... CC#CC[C@H]1CN1
Total charge ... 0
Energy relative to the best compared isomer or geometry (same formula, charge and spin) ... 64.9 kcal/mol
Spin multiplicity ... 1

---

# 4
The following is a DFT calculation (the ωB97M-V functional and the def2-TZVPD basis) of a molecular structure, C22H52F3GaN2O5P.

Last column: Mulliken charge in e.
Cartesian coordinates (Å):
N (-1.704, 0.822, 3.934)  -0.23
C (-1.881, 3.882, 2.305)  -0.58
H (3.371, 6.009, -5.387)  0.43
H (1.773, 6.047, -4.662)  0.33
F (-2.059, 1.157, -1.592)  -0.27
H (2.173, -0.363, -2.103)  0.46
H (0.784, -7.969, 3.383)  0.35
H (-1.761, 1.787, 4.231)  0.13
C (-2.516, 1.654, 1.781)  -0.88
C (1.862, -0.409, -3.150)  -1.48
H (-3.166, 2.970, 5.255)  0.20
H (3.498, -0.361, -6.154)  0.41
H (4.290, 1.662, -4.158)  0.23
H (3.014, 3.605, -6.007)  0.26
H (-0.394, 3.635, -1.844)  0.29
C (0.847, 2.894, -3.501)  0.76
H (-0.287, 4.756, -3.227)  0.45
H (0.143, -6.477, 4.061)  0.33
H (-3.158, -0.659, 6.680)  0.39
O (-2.926, 2.932, 2.275)  -0.40
C (3.104, -0.182, -4.028)  0.75
H (-4.644, 1.991, 5.123)  0.27
C (-3.168, 0.104, 5.897)  -0.57
C (-0.764, 0.723, -1.607)  0.60
H (1.447, -4.821, 4.536)  0.29
H (1.978, 5.719, -6.405)  0.34
F (-0.831, -0.593, -1.178)  -0.24
H (2.804, 1.175, -5.704)  0.04
H (-1.807, -1.085, 4.752)  0.06
H (2.338, -4.407, 3.054)  0.18
N (-0.004, -5.192, 1.509)  -0.29
H (-1.043, 0.128, 5.767)  0.43
H (-3.160, 1.399, 0.937)  0.45
H (-0.646, -0.827, -5.756)  -0.02
H (3.543, 1.373, -2.572)  0.27
F (-0.183, 1.375, -0.523)  -0.28
H (3.200, -5.080, 4.441)  0.30
H (-2.485, -0.376, 2.413)  0.07
C (2.382, 5.546, -5.410)  -1.52
C (4.026, 0.902, -3.425)  -1.23
H (0.853, -7.037, 1.135)  0.37
O (-3.285, 1.347, 6.565)  -0.42
H (1.709, 3.143, -2.880)  0.40
H (1.043, 2.513, -5.640)  0.36
H (1.490, -1.423, -3.304)  0.54
H (3.125, 3.853, -4.288)  0.23
O (2.106, -6.452, 3.418)  -0.43
H (0.350, 4.058, -5.253)  0.55
C (-2.663, 0.607, 2.857)  0.19
O (0.235, -2.423, 2.484)  -0.29
H (-1.802, -2.525, 2.545)  0.24
H (-1.437, 4.013, 1.314)  0.21
H (-0.819, -4.602, 3.391)  0.20
H (-0.775, -7.101, 1.793)  0.40
H (4.962, 0.463, -3.078)  0.32
C (-1.883, -0.045, 5.089)  -0.39
C (-0.343, 3.707, -2.927)  -1.78
H (0.881, -4.706, 1.580)  0.09
C (2.765, 0.110, -5.496)  -1.06
H (-1.491, 1.689, 1.416)  0.34
C (1.073, -1.918, 1.454)  -0.45
H (-4.060, -0.079, 5.286)  0.34
H (-1.288, 3.322, -3.316)  0.38
C (0.768, -6.882, 3.256)  -0.46
H (-2.313, 4.830, 2.624)  0.25
C (2.495, 4.047, -5.153)  -0.36
H (-1.090, 3.599, 3.010)  0.29
C (-3.897, 2.383, 5.818)  -0.55
H (1.788, -0.280, -5.775)  0.14
H (1.441, -2.728, 0.813)  0.34
O (-2.598, 0.100, -4.693)  -0.71
C (-0.992, -4.484, 2.311)  -0.40
H (0.563, -1.180, 0.831)  -0.04
H (-3.704, 0.635, 3.215)  0.19
P (-1.169, 0.331, -5.107)  0.59
C (-0.973, -3.001, 2.012)  -0.48
C (2.267, -5.121, 3.878)  -0.54
H (-4.392, 3.049, 6.525)  0.28
C (0.188, -6.587, 1.877)  -0.73
H (-1.112, 1.296, -6.156)  -0.03
Ga (0.348, 0.928, -3.354)  -0.94
H (1.926, -1.441, 1.935)  0.33
C (1.134, 3.356, -4.958)  -0.79
H (-1.985, -4.886, 2.084)  0.39
H (3.679, -1.112, -4.024)  0.53
H (-1.106, -2.814, 0.944)  0.29

Summary:
Highest occupied orbital energy ... -5.056 eV
Total charge ... -1
Spin multiplicity ... 1

---

# 5
The following is a DFT calculation (the ωB97M-V functional and the def2-TZVPD basis) of a gas-phase ion, C9H14FN2 (charge +1).

Last column: Mulliken charge in e.
Cartesian coordinates (Å):
H (-5.153, -1.189, -0.469)  0.36
C (2.686, -1.252, 0.524)  -1.39
H (-1.776, -1.283, -0.214)  0.34
H (-3.881, -2.262, 0.172)  0.33
H (3.507, 0.596, -1.414)  0.33
H (4.469, 0.590, 0.243)  0.39
H (-4.970, -1.213, 1.199)  0.33
H (3.541, -1.324, 1.237)  0.37
C (-0.697, 1.246, -1.134)  -0.87
H (1.318, 1.388, -2.009)  0.38
C (3.524, 0.884, -0.296)  -1.44
C (-1.154, 0.727, 0.216)  0.32
F (-3.893, 1.006, 0.381)  -0.18
C (0.629, 1.118, -1.198)  -0.31
C (1.017, 0.516, 0.076)  0.13
N (-2.109, -0.348, 0.145)  -0.10
C (2.430, 0.272, 0.489)  0.85
H (-1.334, 1.493, -1.974)  0.41
H (3.789, 1.964, -0.157)  0.33
H (2.896, -1.806, -0.441)  0.30
C (-4.310, -1.318, 0.199)  -1.00
C (-3.395, -0.251, 0.168)  0.80
H (2.418, 0.382, 1.607)  0.25
N (0.091, 0.192, 0.896)  -0.68
H (1.931, -1.779, 1.070)  0.45
H (-1.576, 1.652, 0.681)  0.32

Summary:
Highest occupied orbital energy ... -13.331 eV
Structure (SMILES) ... C/C(F)=[NH+]/[C@@H]1C=CC(C(C)C)=N1
Total charge ... +1
Energy relative to the best compared isomer or geometry (same formula, charge and spin) ... 20.7 kcal/mol
Spin multiplicity ... 1

---

# 6
The following is a DFT calculation (the ωB97M-V functional and the def2-TZVPD basis) of a molecular structure, C2H6N3S.

Last column: Mulliken charge in e.
Cartesian coordinates (Å):
C (-2.941, -0.049, 0.089)  -0.03
S (-1.691, -1.243, 0.016)  0.06
C (-1.143, 1.110, -0.108)  -0.07
N (-0.557, -0.064, -0.122)  -0.41
H (-3.974, -0.311, 0.190)  0.38
H (-0.576, 2.020, -0.185)  0.38
H (2.896, -1.513, -0.137)  0.41
H (3.134, 0.049, -0.700)  0.40
N (2.682, -0.521, 0.023)  -0.45
N (-2.473, 1.147, 0.009)  -0.44
H (3.008, -0.243, 0.955)  0.41
H (1.636, -0.381, -0.030)  0.36

Summary:
Highest occupied orbital energy ... -13.685 eV
Total charge ... +1
Energy relative to the best compared isomer or geometry (same formula, charge and spin) ... 0.0 kcal/mol
Spin multiplicity ... 1

---

# 7
The following is a DFT calculation (the ωB97M-V functional and the def2-TZVPD basis) of a molecular structure, H2I2Si.

Last column: Mulliken charge in e.
Cartesian coordinates (Å):
I (-3.487, -0.039, -0.004)  -0.28
Si (-0.351, -0.620, 0.175)  0.21
H (-0.115, -0.104, -1.153)  0.00
H (0.085, 0.068, 1.367)  0.00
I (0.106, -3.012, 0.290)  0.07

Summary:
Highest occupied orbital energy ... -9.038 eV
Total charge ... 0
Energy relative to the best compared isomer or geometry (same formula, charge and spin) ... 21.7 kcal/mol
Spin multiplicity ... 1

---

| no. | F_max (eV Å⁻¹) |
| --- | --- |
| 1 | 0.703 |
| 2 | 2.237 |
| 3 | 0.520 |
| 4 | 0.808 |
| 5 | 4.708 |
| 6 | 1.207 |
| 7 | 2.743 |